C10H21ClINO3PTi | the ωB97M-V functional and the def2-TZVPD basis

Last column: natural (NBO) charge in e.
CARTESIAN COORDINATES (ANGSTROEM)
C (-2.810, 0.643, -3.896)  -0.715
C (-2.485, -0.277, -2.762)  0.431
H (-3.146, 0.052, -4.750)  0.284
H (-1.929, 1.237, -4.183)  0.261
H (-3.610, 1.327, -3.587)  0.260
O (-2.488, -1.514, -2.832)  -0.410
I (-2.116, 3.244, 0.772)  0.486
Ti (-0.992, 1.307, -0.363)  0.932
P (0.607, -0.528, -1.548)  1.072
C (0.255, -2.199, -0.911)  -0.959
C (0.760, -0.753, -3.356)  -0.950
H (2.447, 0.791, -0.684)  0.256
H (2.976, -0.337, -1.957)  0.272
H (2.658, -0.950, -0.305)  0.254
C (2.344, -0.229, -1.068)  -0.942
H (0.659, 0.226, -3.842)  0.260
H (1.756, -1.166, -3.571)  0.271
H (0.940, -2.916, -1.383)  0.273
H (-0.784, -2.461, -1.147)  0.274
H (-0.023, -1.429, -3.721)  0.272
H (0.397, -2.200, 0.179)  0.245
C (-2.205, 0.375, -1.527)  0.254
O (-2.513, 0.043, -0.310)  -0.488
Cl (0.245, 2.527, -1.889)  -0.203
C (1.069, 0.236, 4.622)  -0.427
N (1.054, 0.300, 3.165)  -0.321
C (2.334, 0.319, 2.458)  -0.415
C (-0.060, 0.457, 2.467)  0.719
C (-1.407, 0.405, 3.101)  -0.712
O (0.073, 0.670, 1.200)  -0.727
H (2.106, 0.066, 4.924)  0.246
H (0.444, -0.586, 4.991)  0.234
H (0.718, 1.178, 5.066)  0.233
H (2.426, -0.541, 1.782)  0.221
H (2.463, 1.246, 1.883)  0.229
H (3.115, 0.254, 3.218)  0.241
H (-1.920, 1.371, 2.971)  0.243
H (-2.019, -0.375, 2.620)  0.275
H (-1.336, 0.185, 4.173)  0.270

**Total charge**: +2
**F_max**: 0.09166 hartree/bohr
**Molar mass**: 444.48 g/mol
**Calculated total energy**: -71355.3538 eV
**Highest occupied orbital energy (alpha / beta)**: -16.138 / -15.926 eV
**Multiplicity**: 2
**ΔE to the lowest compared entry with this formula, charge and spin**: 2.094 eV